# 1
{
  "formula": "CH2Cl2",
  "method": "ωB97M-V/def2-TZVPD",
  "energy_ha": -959.66794,
  "lumo_ev": 0.85,
  "relative_energy_ev": 0.341,
  "total_charge": 0,
  "largest_force_ev_per_a": 1.93,
  "species": ["C", "Cl", "Cl", "H", "H"],
  "coordinates": [[-0.09401, 0.15590, 0.01726], [-0.62522, -1.52363, 0.46816], [1.15121, -0.03378, -1.27095], [-0.95187, 0.82674, -0.02910], [0.51990, 0.57476, 0.81463]],
  "nbo_charge": [-0.374, -0.047, -0.027, 0.231, 0.217]
}



# 2
{
  "formula": "CH2Cl2N2",
  "method": "ωB97M-V/def2-TZVPD",
  "energy_ha": -1069.10616,
  "lumo_ev": 0.04,
  "relative_energy_ev": 1.795,
  "total_charge": 0,
  "largest_force_ev_per_a": 1.85,
  "species": ["C", "N", "N", "Cl", "Cl", "H", "H"],
  "coordinates": [[-0.67106, -0.07864, 0.47401], [-0.34587, -1.16296, -0.03809], [-2.01032, 0.08205, 1.10422], [-2.80230, -1.44030, 1.35932], [-2.00107, 1.06246, 2.52348], [-0.17057, 0.88888, 0.49317], [0.53129, -1.16256, -0.54597]],
  "nbo_charge": [0.257, -0.627, -0.474, 0.154, 0.144, 0.179, 0.368]
}



# 3
{
  "formula": "CH2Cl2O3",
  "method": "ωB97M-V/def2-TZVPD",
  "energy_ha": -1185.21932,
  "lumo_ev": -0.51,
  "relative_energy_ev": 4.018,
  "total_charge": 0,
  "largest_force_ev_per_a": 3.07,
  "species": ["C", "O", "O", "O", "Cl", "Cl", "H", "H"],
  "coordinates": [[-0.19700, 0.41034, 0.30368], [0.52049, 1.43428, -0.13385], [0.75563, -1.30194, -0.11512], [-1.23673, 0.07934, -0.47468], [2.38693, -1.28481, -0.01257], [-2.26616, -1.04823, 0.14174], [-0.45931, 0.23167, 1.35676], [0.49615, 1.47934, -1.06595]],
  "nbo_charge": [0.671, -0.618, -0.750, -0.510, 0.186, 0.313, 0.200, 0.509]
}



# 4
{
  "formula": "CH2Cl2S2",
  "method": "ωB97M-V/def2-TZVPD",
  "energy_ha": -1756.02767,
  "lumo_ev": -0.69,
  "relative_energy_ev": 0.356,
  "total_charge": 0,
  "largest_force_ev_per_a": 2.86,
  "species": ["C", "S", "S", "Cl", "Cl", "H", "H"],
  "coordinates": [[0.79807, -0.49351, -0.22538], [1.09754, -1.74803, -1.49713], [-0.35698, 0.62189, -0.25468], [-3.42556, 1.90132, 0.93113], [1.96556, -0.57590, 1.01165], [2.14990, -2.32674, -0.76654], [-2.22853, 2.62098, 0.80095]],
  "nbo_charge": [-0.409, 0.095, 0.095, -0.295, 0.064, 0.152, 0.298]
}



# 5
{
  "formula": "CH2Cl3",
  "method": "ωB97M-V/def2-TZVPD",
  "energy_ha": -1419.94443,
  "lumo_ev": 2.86,
  "relative_energy_ev": 0.347,
  "total_charge": -1,
  "largest_force_ev_per_a": 1.09,
  "species": ["Cl", "C", "Cl", "Cl", "H", "H"],
  "coordinates": [[3.41261, 0.40080, -2.66370], [-0.58067, -0.09974, 0.43318], [-0.91948, -0.42629, 2.15539], [-2.06610, 0.35188, -0.44953], [0.15288, 0.70448, 0.49000], [0.00076, -0.93113, 0.03465]],
  "nbo_charge": [-0.999, -0.387, -0.067, -0.028, 0.238, 0.243]
}



# 6
{
  "formula": "CH2Cl3NS",
  "method": "ωB97M-V/def2-TZVPD",
  "energy_ha": -1872.68774,
  "lumo_ev": [-0.73, -1.81],
  "relative_energy_ev": 2.836,
  "total_charge": 0,
  "largest_force_ev_per_a": 2.20,
  "species": ["C", "N", "S", "Cl", "Cl", "Cl", "H", "H"],
  "coordinates": [[-2.82021, 1.06193, 0.82853], [0.16435, 1.78813, -0.03998], [0.66102, 0.71699, 1.08493], [-1.84043, 0.05547, 1.85359], [-3.61242, 2.27192, 1.83630], [-3.94913, 0.16320, -0.11536], [-0.46882, 2.52964, 0.00627], [-0.13199, 1.16988, -0.74783]],
  "nbo_charge": [-0.219, -0.923, 0.185, 0.111, 0.024, 0.061, 0.386, 0.374]
}



# 7
{
  "formula": "CH2Cl3OP",
  "method": "ωB97M-V/def2-TZVPD",
  "energy_ha": -1836.45200,
  "lumo_ev": [-1.20, -1.20],
  "relative_energy_ev": 2.608,
  "total_charge": 0,
  "largest_force_ev_per_a": 2.49,
  "species": ["C", "O", "P", "Cl", "Cl", "Cl", "H", "H"],
  "coordinates": [[-2.37109, 0.30620, -0.13115], [0.35370, -0.45871, 0.13085], [-0.68112, 0.47932, -0.29163], [-2.85503, -1.28938, -0.16417], [-0.14627, 2.42389, -0.00656], [4.33765, -0.88684, -0.12849], [4.45326, -1.69531, 0.88868], [-3.09110, 1.12082, -0.29755]],
  "nbo_charge": [-0.789, -0.981, 1.665, 0.088, -0.247, -0.273, 0.273, 0.265]
}



# 8
{
  "formula": "CH2Cl4P2",
  "method": "ωB97M-V/def2-TZVPD",
  "energy_ha": -2562.77889,
  "lumo_ev": -0.32,
  "relative_energy_ev": 1.479,
  "total_charge": 0,
  "largest_force_ev_per_a": 6.61,
  "species": ["C", "P", "P", "Cl", "Cl", "Cl", "Cl", "H", "H"],
  "coordinates": [[1.08088, -0.02950, 0.63984], [0.77219, -0.96382, -0.99656], [-0.79981, -0.07130, 0.09206], [1.03220, 0.60645, -2.21583], [-2.18708, -0.36096, -1.47260], [-1.09384, 1.85585, 0.38017], [-1.88603, -0.98711, 1.50727], [1.39535, -0.81832, 1.48213], [1.68614, 0.76872, 0.58352]],
  "nbo_charge": [-1.016, 0.525, 0.970, -0.256, -0.352, -0.183, -0.167, 0.250, 0.229]
}



# 9
{
  "formula": "CH2Cl4Si",
  "method": "ωB97M-V/def2-TZVPD",
  "energy_ha": -2169.57613,
  "lumo_ev": -2.21,
  "relative_energy_ev": 4.384,
  "total_charge": 0,
  "largest_force_ev_per_a": 4.03,
  "species": ["C", "Si", "Cl", "Cl", "Cl", "Cl", "H", "H"],
  "coordinates": [[0.44210, 1.02058, 0.21903], [-0.03510, -0.80450, 0.10276], [2.04277, 0.97702, 1.02318], [0.61703, -1.30781, -1.68228], [-3.34918, -0.88959, -1.25081], [-0.15125, -2.00981, 1.64673], [-0.16899, 1.72940, 0.66983], [0.60263, 1.28470, -0.72845]],
  "nbo_charge": [-0.812, 1.556, -0.017, -0.267, -0.720, -0.244, 0.263, 0.240]
}



# 10
{
  "formula": "CH2Cl4Si",
  "method": "ωB97M-V/def2-TZVPD",
  "energy_ha": -2169.66636,
  "lumo_ev": -1.55,
  "relative_energy_ev": 1.928,
  "total_charge": 0,
  "largest_force_ev_per_a": 5.38,
  "species": ["C", "Si", "Cl", "Cl", "Cl", "Cl", "H", "H"],
  "coordinates": [[-0.93981, 0.05138, 0.20231], [0.87136, 0.36176, -0.36932], [-1.25569, -2.19465, 0.88915], [0.90735, 2.36844, -0.74331], [1.27153, -0.82940, -1.94468], [2.15749, -0.15772, 1.15241], [-1.73593, -0.18510, -0.34932], [-1.27630, 0.58529, 1.16276]],
  "nbo_charge": [-0.570, 1.377, -0.312, -0.318, -0.308, -0.319, 0.206, 0.244]
}



# 11
{
  "formula": "CH2ClF",
  "method": "ωB97M-V/def2-TZVPD",
  "energy_ha": -599.33375,
  "lumo_ev": 1.04,
  "relative_energy_ev": 0.396,
  "total_charge": 0,
  "largest_force_ev_per_a": 4.12,
  "species": ["C", "H", "H", "F", "Cl"],
  "coordinates": [[0.03603, 0.12794, -0.06254], [0.26015, 0.86944, -0.77375], [0.33575, 0.54262, 0.93511], [0.87123, -0.94699, -0.05721], [-1.50315, -0.59301, -0.04161]],
  "nbo_charge": [0.003, 0.182, 0.175, -0.355, -0.005]
}



# 12
{
  "formula": "CH2ClF2NS",
  "method": "ωB97M-V/def2-TZVPD",
  "energy_ha": -1152.02449,
  "lumo_ev": [-2.69, -0.97],
  "relative_energy_ev": 3.229,
  "total_charge": 0,
  "largest_force_ev_per_a": 1.50,
  "species": ["C", "N", "F", "F", "S", "Cl", "H", "H"],
  "coordinates": [[0.13633, 0.21268, -0.19030], [0.97596, 0.89065, -0.76071], [4.07372, 1.66246, 0.24520], [2.30746, -1.16290, 1.15223], [3.28111, 0.21221, 0.69745], [4.10685, -0.79044, -0.82762], [-0.92579, 0.25667, -0.45547], [0.33274, -0.50707, 0.61352]],
  "nbo_charge": [-0.210, -0.190, -0.553, -0.588, 1.170, -0.078, 0.211, 0.238]
}



# 13
{
  "formula": "CH2ClFP2",
  "method": "ωB97M-V/def2-TZVPD",
  "energy_ha": -1282.03626,
  "lumo_ev": 0.50,
  "relative_energy_ev": 0.588,
  "total_charge": 0,
  "largest_force_ev_per_a": 4.99,
  "species": ["C", "F", "P", "P", "Cl", "H", "H"],
  "coordinates": [[0.45378, 0.58744, 0.24346], [1.06112, -2.21299, -0.09082], [-0.37842, 0.16655, -1.36655], [-0.30156, -1.35685, 0.25918], [-0.62714, 1.61012, 1.30310], [1.40169, 0.61677, 0.65002], [-1.60947, 0.58897, -0.99839]],
  "nbo_charge": [-0.696, -0.586, 0.280, 0.837, -0.068, 0.242, -0.007]
}



# 14
{
  "formula": "CH2ClIO",
  "method": "ωB97M-V/def2-TZVPD",
  "energy_ha": -872.36058,
  "lumo_ev": 0.01,
  "relative_energy_ev": 1.422,
  "total_charge": 0,
  "largest_force_ev_per_a": 5.11,
  "species": ["C", "O", "Cl", "I", "H", "H"],
  "coordinates": [[0.09073, -0.26818, -0.41174], [-0.86541, 0.97085, 0.35324], [-0.39294, -1.86730, 0.06904], [2.05890, 0.32177, -0.03524], [-0.28743, 0.10684, -1.29928], [-0.60386, 0.73602, 1.32398]],
  "nbo_charge": [-0.166, -0.749, 0.050, 0.194, 0.213, 0.457]
}



# 15
{
  "formula": "CH2ClN2O2",
  "method": "ωB97M-V/def2-TZVPD",
  "energy_ha": -759.41056,
  "lumo_ev": 3.91,
  "relative_energy_ev": 1.312,
  "total_charge": -1,
  "largest_force_ev_per_a": 3.25,
  "species": ["C", "N", "N", "O", "O", "Cl", "H", "H"],
  "coordinates": [[-0.85745, -0.02746, -0.47482], [0.47508, 0.35858, -0.49516], [1.30445, 0.01745, 0.43915], [0.93393, -0.43916, 1.54383], [2.50180, 0.12327, 0.10441], [-1.81426, 0.62500, 0.80508], [-1.03489, -1.15568, -0.54904], [-1.50865, 0.49801, -1.37344]],
  "nbo_charge": [-0.237, -0.486, 0.591, -0.556, -0.540, -0.122, 0.170, 0.179]
}



# 16
{
  "formula": "CH2ClN2OP",
  "method": "ωB97M-V/def2-TZVPD",
  "energy_ha": -1025.49218,
  "lumo_ev": [-1.73, -1.73],
  "relative_energy_ev": 2.646,
  "total_charge": 0,
  "largest_force_ev_per_a": 2.35,
  "species": ["C", "N", "N", "O", "P", "Cl", "H", "H"],
  "coordinates": [[-0.46180, -0.71514, 0.92988], [-0.95566, -0.21310, -0.39044], [-0.25887, 0.56677, -0.98623], [0.61869, -0.22488, 1.37669], [0.85004, 1.69423, -0.86692], [2.11523, 1.15157, -2.31698], [-1.39517, -0.44263, 1.48306], [-0.51245, -1.81682, 0.77094]],
  "nbo_charge": [0.046, 0.023, -0.469, -0.711, 1.001, -0.250, 0.189, 0.169]
}



# 17
{
  "formula": "CH2ClN2OP",
  "method": "ωB97M-V/def2-TZVPD",
  "energy_ha": -1025.39865,
  "lumo_ev": [-1.41, -2.70],
  "relative_energy_ev": 5.191,
  "total_charge": 0,
  "largest_force_ev_per_a": 3.60,
  "species": ["C", "N", "N", "O", "P", "Cl", "H", "H"],
  "coordinates": [[-1.08173, 0.09483, 0.03654], [-0.79309, -0.90058, 0.86826], [1.13925, -1.57262, 0.18908], [0.05128, 0.65937, -0.58829], [1.43083, -0.20716, -0.55607], [2.69804, 1.04763, 0.36961], [-1.95543, -0.08341, -0.78736], [-1.48915, 0.96194, 0.46823]],
  "nbo_charge": [-0.097, -0.083, -0.649, -0.786, 1.396, -0.242, 0.210, 0.250]
}



# 18
{
  "formula": "CH2ClNO",
  "method": "ωB97M-V/def2-TZVPD",
  "energy_ha": -629.33825,
  "lumo_ev": [-0.38, -0.38],
  "relative_energy_ev": 4.421,
  "total_charge": 0,
  "largest_force_ev_per_a": 5.28,
  "species": ["C", "N", "O", "Cl", "H", "H"],
  "coordinates": [[-0.53318, -0.56786, 0.23002], [0.10283, 0.55974, -0.27471], [0.03559, 1.70425, -0.87208], [1.92732, 0.24714, 0.09610], [-1.60224, -0.60774, 0.16816], [0.06968, -1.33552, 0.65252]],
  "nbo_charge": [-0.191, 0.143, -0.363, -0.037, 0.214, 0.235]
}



# 19
{
  "formula": "CH2ClNO2S2",
  "method": "ωB97M-V/def2-TZVPD",
  "energy_ha": -1500.99042,
  "lumo_ev": -0.79,
  "relative_energy_ev": 2.615,
  "total_charge": 0,
  "largest_force_ev_per_a": 2.99,
  "species": ["C", "N", "O", "O", "S", "S", "Cl", "H", "H"],
  "coordinates": [[0.34456, -2.51138, 1.02542], [1.12553, -0.14533, 0.17707], [-0.96043, -0.34499, -1.42813], [-0.11283, -2.24391, -0.15344], [-0.54212, -2.34675, 2.38149], [-0.23822, -0.58535, -0.24287], [1.89286, -3.21168, 0.84553], [1.73588, 0.40826, -0.42955], [-1.07937, -0.52487, 1.00582]],
  "nbo_charge": [0.107, -1.155, -0.880, -0.698, 0.042, 2.011, 0.081, 0.423, 0.067]
}



# 20
{
  "formula": "CH2ClNO3S",
  "method": "ωB97M-V/def2-TZVPD",
  "energy_ha": -1177.90417,
  "lumo_ev": -1.48,
  "relative_energy_ev": 7.140,
  "total_charge": 0,
  "largest_force_ev_per_a": 4.36,
  "species": ["C", "N", "O", "O", "O", "S", "Cl", "H", "H"],
  "coordinates": [[-1.13239, -0.65549, 0.97573], [-0.49433, -0.17981, -0.11144], [-0.97473, -1.72017, 1.47241], [0.53130, -0.69001, -0.78591], [-0.51549, 1.61805, -0.25426], [2.01397, -0.70406, -0.00316], [-0.23662, 2.00827, -1.79443], [-1.91429, 0.01936, 1.25672], [2.72258, 0.30386, -0.75566]],
  "nbo_charge": [0.470, 0.068, -0.529, -0.410, -0.460, 0.288, 0.302, 0.145, 0.126]
}